1.
Entry from the OMol25 dataset: a 2-piece molecular cluster, C5H14 overall in a non-equilibrium geometry (the ωB97M-V functional and the def2-TZVPD basis).

- SMILES = CCC.CC
- total charge = 0
- ΔE to the lowest compared entry with this formula, charge and spin (kcal/mol) = 6.9
- HOMO level (eV) = -11.323
- HOMO-LUMO gap (Ha) = 0.458
- energy (eV) = -5411.7513

CARTESIAN COORDINATES (ANGSTROEM)
H -0.97167 -2.30690 0.47000
H 1.88561 2.94955 0.77970
H 1.31917 -1.45366 -2.22560
C -1.50052 -1.63037 -0.20598
H 2.04775 1.52006 1.74512
H 0.79696 -2.68142 -0.97256
H -2.17102 -2.23018 -0.82352
H -1.94852 -0.90632 0.47374
C 0.04281 2.35286 1.79867
H -0.94935 -0.32021 -1.84073
H -0.64963 1.52677 1.69006
H 0.12443 2.32956 2.89193
H 0.09325 -0.23442 -0.43667
H -0.45414 3.24726 1.43671
C 0.49452 -1.94603 -1.71424
C -0.45136 -0.92945 -1.08210
C 1.35343 2.03949 1.08290
H -0.01107 -2.45692 -2.54325
H 1.17467 1.48405 0.16341

---

2.
Entry from the OMol25 dataset: C4H10NO3 as an isolated structure in a non-equilibrium geometry (the ωB97M-V functional and the def2-TZVPD basis).

- total charge = -1
- ΔE to the lowest compared entry with this formula, charge and spin (kcal/mol) = 70.9
- HOMO level (eV) = -3.761
- HOMO-LUMO gap (Ha) = 0.276
- energy (eV) = -11942.3208

CARTESIAN COORDINATES (ANGSTROEM)
H 0.79627 -1.52640 -1.20043
H 0.28902 0.56747 -2.71580
N 0.55522 -0.46465 0.55508
H -1.26033 -1.38363 0.31050
C 0.09622 0.56438 -1.62237
H 1.91314 0.02393 -0.91162
C -0.55593 -1.15569 1.09802
H 0.37539 1.56906 -1.20221
H 1.62562 1.14534 1.34592
H -3.23748 0.36624 0.06590
O -1.22162 0.32374 -1.39602
C 0.96147 -0.50984 -0.86133
C 1.51108 0.07067 1.47474
H 2.51182 -0.35849 1.30210
O -2.96612 1.26993 -0.10179
H 1.31176 -0.21876 2.51855
H -2.12270 1.12239 -0.94135
O -0.58283 -1.40569 2.28210

---

3.
Entry from the OMol25 dataset: a 2-piece molecular cluster, C4H6ClO2P overall in a non-equilibrium geometry (the ωB97M-V functional and the def2-TZVPD basis).

- SMILES = O=C(P)Cl.CC=C=O
- total charge = 0
- ΔE to the lowest compared entry with this formula, charge and spin (kcal/mol) = 0.0
- HOMO level (eV) = -8.804
- HOMO-LUMO gap (Ha) = 0.338
- energy (eV) = -30149.3202

CARTESIAN COORDINATES (ANGSTROEM)
C 2.72136 -0.20576 -0.95693
H 2.95077 1.98198 -0.94594
O 2.37535 -0.34122 -2.06405
C -0.58860 -0.65176 0.57562
O 0.68442 0.56128 2.32214
Cl 2.60354 -1.75803 0.08926
H 2.66686 1.16736 0.98368
H -1.37132 -0.93893 -1.41778
H -0.98969 0.58999 -1.19122
H -0.49752 -1.70071 0.79638
P 3.56550 1.13099 -0.03935
H -2.43776 0.19333 -0.33778
C -1.37082 -0.20592 -0.61373
C 0.01885 0.06885 1.50896

---

4.
Entry from the OMol25 dataset: C30H31N8O13S2Y as an isolated structure (the ωB97M-V functional and the def2-TZVPD basis).

- total charge = -2
- ΔE to the lowest compared entry with this formula, charge and spin (kcal/mol) = 18.6
- HOMO level (eV) = -2.277
- HOMO-LUMO gap (Ha) = 0.224
- energy (eV) = -92872.2159

CARTESIAN COORDINATES (ANGSTROEM)
H -0.09809 1.42729 -6.08750
H 3.15429 0.45967 -1.12549
H 4.65780 0.32744 -2.01016
C -4.65318 0.37761 -1.66255
H -6.41858 -0.57656 -1.00417
O -1.05871 2.40505 -2.09345
C 0.94458 -2.69257 -1.79603
C -0.42648 -3.18572 -2.24392
H 5.23396 -0.20196 6.51962
C -3.25021 -1.09033 0.22948
C -1.27324 -3.37555 3.17074
H 1.50808 -3.53213 -1.37984
C 3.59059 0.13694 3.61558
O 3.86283 2.79824 1.31331
H -0.45974 5.45940 0.46801
H 1.11702 6.28533 0.53427
O 1.07025 -0.23651 2.99401
C -2.61363 -1.93533 1.27103
H -0.87178 3.36737 0.70441
O -5.22865 -3.84544 4.02486
O -2.12980 4.12096 -0.71105
N -0.37896 1.39054 0.70023
O -3.03493 1.92426 -0.76015
H 3.69171 -1.11609 -1.71141
O -2.07240 -2.66009 -3.87180
H 5.51773 2.90262 3.54605
N 1.57442 0.45191 -3.31342
H -0.70675 -3.92567 3.91118
H -0.31495 -4.09082 -2.84074
H -3.17814 -3.91849 3.95542
S 2.39386 -0.34241 2.40509
C -1.25414 -2.20830 -3.08102
O -6.90903 -3.16695 2.86711
C 4.13949 1.31657 3.16684
C 3.45705 0.19943 -4.52945
H -5.09662 0.94665 -2.46971
C -4.81367 -2.59258 2.14461
O -3.18935 3.34036 -2.77586
H 3.50824 -1.36568 5.15523
C 2.92768 0.19363 -3.26193
H -2.68298 0.65704 -2.37782
C -2.64324 -3.37059 3.19900
O 2.71575 -1.65137 1.86891
H 6.23424 1.90589 5.73300
H -0.69161 1.56774 -4.43947
H -1.02928 -3.44642 -1.36649
O 1.20753 4.43388 -0.23333
H -0.72998 0.00521 -5.23681
H -1.38445 1.29828 0.82348
C 3.95497 -0.43944 4.81720
C 4.92006 0.21718 5.57128
C 5.48624 1.41229 5.12416
H 0.74699 4.99997 1.71108
H -6.47763 -1.89001 1.04018
C -4.68459 -1.15856 0.18315
C 2.38050 0.48488 -5.41919
C -0.61443 -2.66317 2.17132
C -5.35162 -0.42963 -0.87205
N 2.65926 0.82085 1.35900
H 4.49480 0.03516 -4.78640
N 0.83251 -1.61519 -0.78637
C -0.14174 0.91718 -5.12292
S -2.33755 3.04519 -1.66012
H 2.42506 0.58046 -6.49553
C 3.54569 1.74446 1.83524
C -5.39772 -1.88018 1.10587
C 5.09724 1.97551 3.91432
H 1.49325 -2.31596 -2.66329
O 1.45514 2.36599 -0.93064
N -2.51974 -0.35440 -0.56701
C 0.60139 5.34166 0.68656
N -1.27058 -1.97229 1.26382
C 3.63521 -0.05014 -1.96257
H 0.03728 -1.82660 -0.16655
N -0.03925 2.78210 0.76482
O -1.03787 -0.95824 -2.87006
H 1.65328 -1.61127 -0.18037
C -3.20279 0.58515 -1.42358
Y 0.11018 0.49028 -1.63318
C -3.37619 -2.64547 2.23460
C 0.89292 3.14814 -0.18987
H 0.46917 -2.64062 2.11136
N -5.69156 -3.23266 3.05707
C 1.25251 0.63241 -4.64711
H 0.08508 0.93322 1.48790